# 1
Below is a 2-piece molecular cluster, C5H13NO overall in a non-equilibrium geometry, with properties calculated with wB97M-V/def2-TZVPD.

Results
total charge: -1
energy above the lowest of the compared OMol25 structures with the same formula, charge and spin: 36.59 kcal per mole
<S²>: 0.750
LUMO (alpha / beta): 3.86 / 3.78 eV
HOMO level (alpha / beta): 1.11 / -6.50 eV
gap between HOMO and LUMO (alpha / beta): 2.75 / 10.28 eV
multiplicity: 2

Last column: natural (NBO) charge in e.
Cartesian coordinates (Å):
C  -3.74  -0.74  1.39  -0.75
C  -2.69  -0.04  0.43  -1.09
H  -3.91  -1.74  1.07  0.20
H  -3.38  -0.79  2.46  0.20
H  -4.68  -0.19  1.55  0.20
H  -2.41  -0.51  -0.65  0.16
H  -1.86  0.35  1.05  0.19
H  -3.09  1.03  0.09  0.18
C  1.34  -0.15  0.59  -0.63
C  2.75  0.18  1.03  -0.64
C  1.18  0.19  -0.92  0.64
O  2.00  0.76  -1.55  -0.65
N  0.02  -0.12  -1.49  -0.85
H  1.15  -1.22  0.74  0.22
H  0.57  0.36  1.22  0.23
H  2.71  0.94  1.91  0.19
H  3.36  0.76  0.19  0.24
H  -0.31  0.09  -2.40  0.38
H  -0.72  -0.40  -0.87  0.39
H  3.46  -0.50  1.33  0.20

***

# 2
Below is a 2-piece molecular cluster, C5H13NO overall in a non-equilibrium geometry, with properties calculated with wB97M-V/def2-TZVPD.

Results
total charge: -1
energy above the lowest of the compared OMol25 structures with the same formula, charge and spin: 60.54 kcal per mole
<S²>: 0.750
LUMO (alpha / beta): 3.66 / 3.55 eV
HOMO level (alpha / beta): 1.25 / -6.11 eV
gap between HOMO and LUMO (alpha / beta): 2.41 / 9.66 eV
multiplicity: 2

Last column: natural (NBO) charge in e.
Cartesian coordinates (Å):
C  0.83  1.20  -0.13  -0.34
C  0.38  -0.15  -0.79  -0.43
C  0.05  -1.36  0.22  -0.59
C  1.93  -3.14  0.62  -0.45
C  1.34  -1.94  0.70  -0.16
N  -0.28  1.45  0.76  -1.02
H  0.86  2.03  -0.87  0.18
H  1.85  1.24  0.28  0.15
H  -0.60  0.18  -1.22  0.21
H  1.08  -0.47  -1.46  0.17
H  -0.38  -2.01  -0.40  0.19
H  -0.60  -1.01  1.00  0.22
H  2.82  -3.42  1.17  0.19
H  1.32  -3.95  0.02  0.17
H  2.03  -1.20  1.07  0.17
H  -0.13  1.14  1.70  0.32
H  -0.25  2.45  0.97  0.33
H  -2.83  2.11  -0.66  0.43
H  -4.09  2.31  -1.37  0.35
O  -3.29  2.85  -1.15  -1.11

***

# 3
Below is one molecule with the formula C5H13NO in a non-equilibrium geometry, with properties calculated with wB97M-V/def2-TZVPD.

Results
energy above the lowest of the compared OMol25 structures with the same formula, charge and spin: 63.76 kcal per mole
LUMO: 1.06 eV
HOMO level: -9.08 eV
gap between HOMO and LUMO: 10.14 eV
structure (SMILES): CNCC[C@H](C)O

Last column: natural (NBO) charge in e.
Cartesian coordinates (Å):
C  0.30  -1.26  -2.72  -0.42
N  -0.48  -1.26  -1.53  -0.63
C  0.51  -0.82  -0.44  -0.22
C  0.06  -0.48  1.00  -0.45
C  -0.67  0.80  1.21  0.10
C  0.25  1.96  1.41  -0.65
O  -1.70  0.68  2.28  -0.75
H  1.21  -0.45  -2.71  0.19
H  -0.25  -0.90  -3.56  0.19
H  0.73  -2.18  -3.12  0.18
H  -0.85  -2.17  -1.25  0.36
H  0.78  0.21  -0.63  0.19
H  1.40  -1.50  -0.30  0.18
H  -0.73  -1.20  1.29  0.22
H  0.88  -0.65  1.66  0.21
H  -1.42  1.07  0.28  0.18
H  1.13  1.74  0.72  0.21
H  -0.12  2.96  1.19  0.22
H  0.72  2.05  2.38  0.21
H  -1.76  1.40  2.85  0.47

***

# 4
Below is a 2-piece molecular cluster, C5H13NO overall in a non-equilibrium geometry, with properties calculated with wB97M-V/def2-TZVPD.

Results
energy above the lowest of the compared OMol25 structures with the same formula, charge and spin: 32.69 kcal per mole
LUMO: 0.79 eV
HOMO level: -7.85 eV
gap between HOMO and LUMO: 8.64 eV
structure (SMILES): CN1CCCC1.O

Last column: natural (NBO) charge in e.
Cartesian coordinates (Å):
C  0.04  1.97  0.89  -0.39
N  -0.48  0.78  0.28  -0.46
C  -1.78  0.25  0.47  -0.19
C  -1.63  -1.29  0.65  -0.42
C  -0.34  -1.56  -0.13  -0.42
C  0.48  -0.26  -0.02  -0.19
H  -0.77  2.69  0.96  0.20
H  0.88  2.34  0.30  0.20
H  0.36  1.73  1.93  0.16
H  -2.35  0.72  1.29  0.19
H  -2.47  0.40  -0.39  0.16
H  -2.50  -1.67  0.14  0.21
H  -1.50  -1.59  1.68  0.21
H  -0.50  -1.79  -1.19  0.20
H  0.33  -2.35  0.23  0.21
H  1.18  -0.34  0.83  0.16
H  1.09  -0.05  -0.89  0.16
O  3.60  0.28  -2.46  -0.93
H  2.67  0.42  -2.26  0.46
H  3.69  -0.68  -2.32  0.47

***

# 5
Below is a 2-piece molecular cluster, C5H13NO overall in a non-equilibrium geometry, with properties calculated with wB97M-V/def2-TZVPD.

Results
energy above the lowest of the compared OMol25 structures with the same formula, charge and spin: 72.09 kcal per mole
LUMO: 0.98 eV
HOMO level: -7.73 eV
gap between HOMO and LUMO: 8.72 eV
structure (SMILES): C=C(N)CCC.O

Last column: natural (NBO) charge in e.
Cartesian coordinates (Å):
C  -1.87  0.39  1.03  -0.57
C  -0.58  0.69  1.06  0.20
N  0.29  0.38  2.08  -0.85
C  0.11  1.14  -0.15  -0.45
C  1.45  1.94  0.18  -0.43
C  2.69  0.94  0.12  -0.64
H  -2.45  0.41  0.13  0.21
H  -2.35  0.55  2.10  0.19
H  1.20  0.87  2.10  0.41
H  -0.27  -0.23  2.87  0.41
H  -0.66  1.84  -0.66  0.22
H  0.37  0.30  -0.78  0.22
H  1.34  2.51  1.17  0.21
H  1.64  2.66  -0.73  0.22
H  3.45  1.36  -0.53  0.21
H  2.50  0.00  -0.44  0.22
H  3.28  0.83  1.13  0.21
O  -2.14  -4.35  -3.47  -0.93
H  -2.34  -4.83  -2.72  0.46
H  -1.42  -4.76  -3.86  0.46

***

# 6
Below is a 2-piece molecular cluster, C5H13NO overall in a non-equilibrium geometry, with properties calculated with wB97M-V/def2-TZVPD.

Results
energy above the lowest of the compared OMol25 structures with the same formula, charge and spin: 61.54 kcal per mole
LUMO: 0.76 eV
HOMO level: -8.76 eV
gap between HOMO and LUMO: 9.52 eV
structure (SMILES): C=CCCNC.O

Last column: natural (NBO) charge in e.
Cartesian coordinates (Å):
C  -1.59  0.64  -2.11  -0.40
C  -0.27  0.43  -2.14  -0.16
C  0.59  0.50  -0.89  -0.46
C  -0.05  -0.28  0.30  -0.22
N  -0.43  -1.66  -0.08  -0.60
C  -1.12  -2.31  1.08  -0.42
H  -2.16  1.00  -1.25  0.18
H  -2.25  0.40  -2.93  0.20
H  0.28  0.53  -3.08  0.20
H  1.48  -0.14  -1.01  0.20
H  0.87  1.57  -0.76  0.23
H  0.63  -0.25  1.17  0.17
H  -0.99  0.21  0.58  0.18
H  0.49  -2.07  -0.01  0.33
H  -2.14  -2.00  1.02  0.20
H  -0.58  -2.13  2.03  0.17
H  -0.94  -3.42  0.98  0.20
O  2.37  2.96  2.19  -0.93
H  3.23  2.63  1.91  0.47
H  2.58  3.40  3.02  0.47

***

# 7
Below is a 2-piece molecular cluster, C5H13NO overall in a non-equilibrium geometry, with properties calculated with wB97M-V/def2-TZVPD.

Results
energy above the lowest of the compared OMol25 structures with the same formula, charge and spin: 9.82 kcal per mole
LUMO: 0.86 eV
HOMO level: -9.95 eV
gap between HOMO and LUMO: 10.81 eV
structure (SMILES): CC(N)=O.CCC

Last column: natural (NBO) charge in e.
Cartesian coordinates (Å):
C  0.44  -0.05  2.92  -0.73
C  0.23  0.95  1.82  0.68
N  -1.02  1.49  1.70  -0.84
O  1.12  1.25  1.06  -0.62
H  1.15  -0.79  2.56  0.26
H  -0.42  -0.35  3.51  0.22
H  1.04  0.47  3.69  0.24
H  -1.31  1.84  0.80  0.40
H  -1.75  1.40  2.39  0.39
C  -0.11  0.43  -2.69  -0.62
C  0.23  -1.00  -2.31  -0.40
C  0.04  -1.24  -0.80  -0.61
H  0.02  1.07  -1.81  0.21
H  -1.16  0.57  -2.93  0.20
H  0.57  0.88  -3.41  0.21
H  -0.42  -1.72  -2.80  0.19
H  1.27  -1.24  -2.50  0.20
H  0.27  -2.26  -0.49  0.20
H  0.77  -0.62  -0.28  0.22
H  -0.96  -1.07  -0.41  0.19

***

# 8
Below is a 2-piece molecular cluster, C5H13NO overall, with properties calculated with wB97M-V/def2-TZVPD.

Results
energy above the lowest of the compared OMol25 structures with the same formula, charge and spin: 0.29 kcal per mole
LUMO: 0.86 eV
HOMO level: -9.65 eV
gap between HOMO and LUMO: 10.51 eV
structure (SMILES): CCC(N)=O.CC

Last column: natural (NBO) charge in e.
Cartesian coordinates (Å):
C  1.53  1.39  0.16  -0.61
C  0.48  1.34  -0.97  -0.50
C  -0.87  1.98  -0.70  0.67
N  -0.94  2.91  0.29  -0.83
O  -1.83  1.69  -1.37  -0.62
H  1.23  0.75  0.99  0.21
H  1.71  2.40  0.54  0.19
H  2.49  1.05  -0.22  0.22
H  0.88  1.83  -1.86  0.23
H  0.27  0.31  -1.22  0.24
H  -1.84  3.34  0.47  0.41
H  -0.16  3.14  0.87  0.39
C  -0.39  -2.06  0.11  -0.61
C  -0.35  -3.48  0.65  -0.60
H  0.58  -1.77  -0.31  0.19
H  -1.14  -1.95  -0.68  0.21
H  -0.65  -1.34  0.89  0.20
H  -0.01  -4.17  -0.13  0.20
H  0.34  -3.56  1.50  0.20
H  -1.33  -3.79  1.00  0.20